a) {"formula": "C25H45N6OPb", "method": "ωB97M-V/def2-TZVPD", "homo_ha": -0.412, "multiplicity": 1, "homo_lumo_gap_ev": 6.881, "total_charge": 1, "lumo_ev": -4.34, "elements": ["Pb", "C", "O", "H", "H", "H", "C", "C", "C", "C", "N", "H", "H", "H", "H", "H", "H", "H", "C", "C", "C", "C", "N", "H", "H", "H", "H", "H", "H", "H", "C", "C", "C", "C", "N", "H", "H", "H", "H", "H", "H", "H", "C", "C", "C", "C", "N", "H", "H", "H", "H", "H", "H", "H", "C", "C", "C", "C", "N", "H", "H", "H", "H", "H", "H", "H", "C", "C", "C", "C", "N", "H", "H", "H", "H", "H", "H", "H"], "coordinates": [[3.95, -1.07, 1.66], [0.52, -1.01, -0.33], [1.76, -0.99, 0.31], [-0.38, -0.98, 0.29], [0.46, -0.31, -1.16], [0.45, -1.99, -0.80], [-2.10, 2.66, -3.82], [-2.29, 1.14, -3.71], [-1.90, 0.27, -4.94], [-0.50, 0.45, -5.36], [0.60, 0.57, -5.69], [-1.26, 3.01, -4.42], [-2.14, 3.20, -2.88], [-2.91, 3.05, -4.42], [-3.32, 0.87, -3.45], [-1.60, 0.79, -2.94], [-2.39, 0.61, -5.85], [-2.13, -0.78, -4.75], [1.86, -6.11, 1.19], [1.31, -5.18, 0.11], [2.40, -4.59, -0.85], [3.52, -3.86, -0.25], [4.36, -3.30, 0.28], [2.52, -6.84, 0.71], [1.01, -6.57, 1.68], [2.38, -5.64, 2.03], [0.73, -4.35, 0.52], [0.57, -5.69, -0.52], [1.92, -3.97, -1.60], [2.88, -5.45, -1.31], [2.03, 2.05, -2.11], [2.82, 1.45, -3.30], [3.28, 0.04, -3.10], [4.20, -0.09, -1.91], [4.85, -0.18, -0.96], [1.07, 1.59, -1.90], [1.81, 3.10, -2.30], [2.60, 2.07, -1.18], [3.71, 2.06, -3.43], [2.31, 1.60, -4.25], [3.79, -0.27, -4.01], [2.50, -0.70, -2.92], [-0.57, 3.81, 3.48], [0.65, 2.93, 3.12], [0.41, 2.11, 1.78], [0.18, 3.06, 0.66], [-0.05, 3.75, -0.26], [-1.46, 3.25, 3.80], [-0.84, 4.44, 2.64], [-0.29, 4.44, 4.33], [0.86, 2.25, 3.94], [1.54, 3.54, 2.97], [-0.42, 1.42, 1.89], [1.30, 1.58, 1.45], [-0.38, -3.04, 3.18], [-0.44, -2.37, 4.54], [-0.11, -0.87, 4.53], [1.16, -0.49, 3.92], [2.15, -0.18, 3.45], [-0.93, -2.55, 2.38], [-0.85, -4.03, 3.17], [0.64, -3.19, 2.83], [0.22, -2.82, 5.28], [-1.47, -2.43, 4.88], [-0.09, -0.46, 5.54], [-0.91, -0.41, 3.95], [-2.80, 1.15, 0.27], [-4.30, 1.51, 0.06], [-4.56, 3.03, 0.15], [-4.01, 3.73, 1.34], [-3.59, 4.25, 2.24], [-2.23, 1.74, -0.44], [-2.54, 0.09, 0.21], [-2.39, 1.34, 1.27], [-4.91, 0.88, 0.71], [-4.56, 1.20, -0.95], [-5.63, 3.23, 0.06], [-4.06, 3.47, -0.71]]}

=====

b) {"formula": "C25H45N6OPb", "method": "ωB97M-V/def2-TZVPD", "homo_ha": -0.385, "multiplicity": 1, "homo_lumo_gap_ev": 2.553, "total_charge": 1, "lumo_ev": -7.93, "elements": ["Pb", "C", "O", "H", "H", "H", "C", "C", "C", "C", "N", "H", "H", "H", "H", "H", "H", "H", "C", "C", "C", "C", "N", "H", "H", "H", "H", "H", "H", "H", "C", "C", "C", "C", "N", "H", "H", "H", "H", "H", "H", "H", "C", "C", "C", "C", "N", "H", "H", "H", "H", "H", "H", "H", "C", "C", "C", "C", "N", "H", "H", "H", "H", "H", "H", "H", "C", "C", "C", "C", "N", "H", "H", "H", "H", "H", "H", "H"], "coordinates": [[-6.99, -1.54, 0.86], [-0.38, -1.08, 1.03], [-1.67, -1.56, 0.61], [-0.45, -0.12, 1.55], [0.12, -1.82, 1.65], [0.27, -0.88, 0.18], [0.33, 6.30, -2.73], [-0.21, 7.01, -4.06], [0.00, 8.50, -4.24], [1.38, 9.00, -3.98], [2.52, 9.34, -3.76], [-0.23, 6.63, -1.86], [1.39, 6.50, -2.63], [0.22, 5.22, -2.68], [-1.25, 6.73, -4.25], [0.21, 6.45, -4.89], [-0.70, 9.04, -3.60], [-0.09, 8.91, -5.25], [-2.19, -7.99, -1.18], [-1.87, -8.15, 0.34], [-3.07, -8.67, 1.19], [-4.08, -7.71, 1.47], [-4.83, -6.90, 1.68], [-1.41, -7.34, -1.56], [-3.11, -7.53, -1.51], [-2.07, -8.96, -1.67], [-1.49, -7.19, 0.70], [-1.01, -8.80, 0.51], [-2.65, -8.92, 2.16], [-3.54, -9.57, 0.79], [6.34, -1.40, -4.32], [5.16, -0.73, -3.46], [5.59, 0.32, -2.42], [6.64, 0.04, -1.47], [7.56, -0.11, -0.74], [5.98, -2.09, -5.08], [7.02, -1.88, -3.61], [6.95, -0.71, -4.90], [4.57, -1.50, -2.95], [4.57, -0.16, -4.18], [4.76, 0.60, -1.77], [5.68, 1.34, -2.81], [-2.40, 5.11, 4.88], [-3.68, 5.33, 5.71], [-4.00, 4.14, 6.70], [-4.33, 2.78, 6.07], [-4.62, 1.77, 5.47], [-1.55, 4.92, 5.54], [-2.19, 6.04, 4.34], [-2.47, 4.29, 4.18], [-4.36, 5.51, 4.88], [-3.70, 6.25, 6.29], [-4.74, 4.34, 7.47], [-3.07, 3.98, 7.25], [-2.00, 0.77, -8.88], [-1.50, 0.78, -7.43], [-2.19, -0.24, -6.43], [-3.28, 0.36, -5.70], [-4.10, 0.85, -5.13], [-1.37, 1.60, -9.21], [-3.07, 0.94, -9.02], [-1.74, -0.06, -9.53], [-1.64, 1.77, -7.00], [-0.47, 0.48, -7.63], [-1.53, -0.67, -5.69], [-2.44, -1.21, -6.86], [1.36, -2.82, 7.77], [2.74, -2.53, 7.32], [3.73, -3.39, 7.96], [3.64, -4.83, 7.83], [3.65, -6.00, 7.73], [1.32, -2.63, 8.84], [0.82, -3.74, 7.59], [0.70, -2.07, 7.34], [3.06, -1.51, 7.53], [2.80, -2.59, 6.23], [3.95, -3.15, 9.01], [4.66, -3.22, 7.42]]}

=====

Here are the energies relative to the best structure, in eV: a) 0.000; b) 10.779.